No. 1
Computed, not measured: a cluster of 5 separate species, CH10O6 in total, with the ωB97M-V functional and the def2-TZVPD basis.

Results
Spin multiplicity: 1
Energy in Ha: -495.5165
Relative energy (zero: lowest compared OMol25 entry of this formula, charge and spin) in kJ/mol: 155.5
Charge: 0
E_HOMO in eV: -10.789
Frontier orbital gap in eV: 11.3191
Structure (SMILES): O=CO.O.O.O.O
Largest force on an atom in Eh/bohr: 0.07560

Structure (XYZ):
```
17
Properties=species:S:1:pos:R:3:forces:R:3
O 0.47380 -0.77289 2.44757 -0.99 -0.88 -1.99
C -0.53919 -1.32161 2.02226 0.12 2.01 3.14
O -1.32669 -0.94781 0.98947 -0.61 -0.37 3.60
H -1.05063 -1.94124 2.79705 -0.07 -0.36 -1.05
H -0.90374 -1.09304 0.19830 1.49 -0.34 -3.57
H 0.48019 0.64708 -2.41905 -0.29 0.11 0.16
H 0.64947 0.14099 -3.78022 -0.19 -0.23 -0.44
O -0.05297 0.25902 -3.13526 0.44 0.07 0.43
H 1.28585 2.50239 -0.94504 -0.16 -0.70 -0.11
H 2.66741 1.98617 -1.06332 -0.41 -0.63 -0.27
O 1.75775 1.72474 -1.30438 0.44 1.21 0.44
H 1.06890 1.42552 2.10964 -0.37 1.69 -1.51
H 1.13545 2.87828 2.54180 -0.36 -0.58 -1.89
O 0.98648 2.35708 1.68874 0.69 -1.18 3.29
H -1.35364 -1.15646 -2.12751 -0.88 -2.18 1.07
H -1.63333 -2.70716 -2.17990 0.13 -0.40 -0.42
O -1.72722 -1.96425 -1.59431 1.01 2.77 -0.87
```
Forces are in eV/Å.

=====

No. 2
Computed, not measured: a cluster of 4 separate species, CH11N3O3 in total, with the ωB97M-V functional and the def2-TZVPD basis.

Results
Spin multiplicity: 1
Energy in Ha: -434.6773
Relative energy (zero: lowest compared OMol25 entry of this formula, charge and spin) in kJ/mol: 114.2
Charge: 0
E_HOMO in eV: -9.260
Frontier orbital gap in eV: 9.9292
Structure (SMILES): N=C(N)N.O.O.O
Largest force on an atom in Eh/bohr: 0.07970

Structure (XYZ):
```
18
Properties=species:S:1:pos:R:3:forces:R:3
N 0.39694 -1.77179 -0.67146 -0.64 0.73 3.62
C -0.62728 -0.95343 -0.30908 -2.04 -1.68 0.01
N -1.85398 -1.12060 -1.11757 3.46 0.98 1.98
N -0.64470 -0.27113 0.80704 -0.72 -0.09 -0.92
H 0.48604 -1.93431 -1.59725 0.81 -0.92 -3.17
H 1.16544 -1.85030 -0.00602 -0.03 0.19 -0.89
H -2.35965 -0.23546 -0.96395 -0.61 -0.83 -0.99
H -1.82645 -1.80280 -1.90614 -0.22 1.66 0.97
H 0.11896 -0.47034 1.43653 0.44 -0.31 -0.23
H 2.66791 0.49892 0.32827 -0.89 1.45 -0.16
H 3.95643 -0.22428 0.38753 -0.32 -0.38 0.14
O 3.00213 -0.36442 0.49177 1.15 -1.08 0.06
H -2.51542 2.32751 0.04651 -0.97 -2.05 0.15
H -1.78605 1.13563 0.64687 -1.49 -0.77 -0.34
O -2.69555 1.34626 0.24700 2.02 2.80 0.05
H 0.68706 2.65931 0.76608 -0.10 0.63 0.06
H 0.60825 1.13485 0.84405 0.90 1.30 -0.82
O 1.21992 1.89639 0.56982 -0.73 -1.64 0.50
```
Forces are in eV/Å.

=====

No. 3
Computed, not measured: a cluster of 4 separate species, CH11NO3 in total, with the ωB97M-V functional and the def2-TZVPD basis.

Results
Spin multiplicity: 1
Energy in Ha: -325.1317
Relative energy (zero: lowest compared OMol25 entry of this formula, charge and spin) in kJ/mol: 126.9
Charge: 0
E_HOMO in eV: -10.106
Frontier orbital gap in eV: 10.7472
Structure (SMILES): CN.O.O.O
Largest force on an atom in Eh/bohr: 0.08215

Structure (XYZ):
```
16
Properties=species:S:1:pos:R:3:forces:R:3
C -0.96375 1.24688 -0.24920 -0.45 0.90 0.85
N -1.00404 0.43197 1.01288 2.66 -0.61 -1.14
H -1.49592 2.22576 -0.02133 0.95 -0.90 -0.64
H -1.53166 0.77446 -1.10597 0.93 0.67 1.03
H 0.11830 1.40718 -0.51820 -1.35 -0.05 -0.03
H -0.02845 0.36137 1.43128 -2.05 0.29 -0.50
H -1.68186 0.73528 1.66913 -0.33 0.38 0.59
H 0.39087 -1.40492 -0.32164 -2.93 -0.52 1.84
H 1.52268 -2.23105 -0.90733 -0.43 0.40 0.07
O 1.11920 -1.35003 -0.85739 3.68 0.12 -2.07
H 2.60685 1.15474 0.70908 -0.57 0.55 -0.55
H 3.06559 -0.23731 0.27899 -0.70 -1.68 -2.04
O 3.15693 0.41814 0.91395 1.16 1.17 2.59
H -1.98971 -0.79331 -1.29281 -0.35 0.64 -0.87
H -1.50367 -1.18413 0.04632 -0.06 0.48 0.93
O -1.78136 -1.55501 -0.78776 -0.14 -1.83 -0.07
```
Forces are in eV/Å.

=====

No. 4
Computed, not measured: a cluster of 5 separate species, CH11NO5 in total, with the ωB97M-V functional and the def2-TZVPD basis.

Results
Spin multiplicity: 1
Energy in Ha: -475.6752
Relative energy (zero: lowest compared OMol25 entry of this formula, charge and spin) in kJ/mol: 33.8
Charge: 0
E_HOMO in eV: -10.584
Frontier orbital gap in eV: 11.0411
Structure (SMILES): NC=O.O.O.O.O
Largest force on an atom in Eh/bohr: 0.01636

Structure (XYZ):
```
18
Properties=species:S:1:pos:R:3:forces:R:3
C 0.09491 2.13122 0.25604 -0.07 -0.18 0.37
N 1.11189 1.87275 1.09834 0.82 0.09 0.15
O -1.06325 1.82957 0.47275 0.01 -0.04 -0.31
H 0.41959 2.64705 -0.66178 -0.08 0.09 0.06
H 2.04460 2.19139 0.89673 -0.12 0.05 -0.29
H 1.05647 1.25719 1.89614 -0.57 -0.01 -0.13
H 2.19859 -1.93829 -1.00091 0.06 0.04 0.20
H 1.33240 -0.87093 -0.22321 0.23 -0.30 -0.17
O 1.50604 -1.28087 -1.09222 -0.27 0.33 0.07
H -0.52627 -0.97415 1.61689 0.16 0.43 -0.23
H 0.48446 -1.94718 1.18327 0.27 -0.06 0.16
O 0.44452 -1.06873 1.58258 -0.32 -0.43 0.08
H -0.31218 -1.17385 -1.83551 0.05 -0.16 -0.45
H -1.13096 0.05588 -1.89084 -0.17 0.10 -0.30
O -1.03461 -0.78285 -2.35930 0.13 0.11 0.51
H -2.19908 0.11221 0.16891 0.24 0.15 0.44
H -2.36321 -1.23370 -0.46546 0.18 -0.29 0.06
O -2.06391 -0.82673 0.35758 -0.55 0.07 -0.22
```
Forces are in eV/Å.